An isolated molecule of C2H4N2O2S at a distorted geometry. Source: the OMol25 dataset; level of theory: the ωB97M-V functional and the def2-TZVPD basis.

Geometry as XYZ:
```
11
Properties=species:S:1:pos:R:3:mulliken_charge:R:1
C -1.7681 1.5966 0.6520 -0.234
N -1.1230 0.6106 1.0649 -0.475
O -0.1949 0.2384 0.0902 -0.011
C 0.5092 -0.8928 0.3631 0.424
S 0.2831 -1.8798 1.6471 -0.367
N 1.4494 -1.1551 -0.5658 -0.125
O 1.1673 -0.6423 -1.8219 -0.388
H -1.8116 1.9086 -0.4001 0.265
H -2.3655 2.1906 1.3255 0.301
H 2.0151 -2.0197 -0.4701 0.264
H 1.8391 0.0451 -1.8849 0.346
```

Values from the calculation:
E (eV): -20045.16362
Strongest force on any atom (eV/Å): 1.86
Charge: 0
Lowest unoccupied orbital energy (eV): 0.59
Energy relative to the best compared isomer or geometry (same formula, charge and spin) (kcal per mole): 99.60
Gap between HOMO and LUMO (eV): 9.073

A cluster of 6 separate species, C4H22N2O5S in total at a distorted geometry. Source: the OMol25 dataset; level of theory: the ωB97M-V functional and the def2-TZVPD basis.

Geometry as XYZ:
```
34
Properties=species:S:1:pos:R:3:mulliken_charge:R:1
N -1.2457 -1.1950 2.0537 -0.388
C -1.2222 -2.3305 1.1735 -1.035
N -0.3420 -2.3053 -0.0050 -0.207
C 1.0763 -2.0878 0.2585 -0.115
C 1.7127 -1.4605 -0.9535 -0.960
C 1.8416 0.0351 -0.9862 0.249
S 3.3372 0.5650 -0.0091 -0.225
H -0.4887 -0.8925 2.6455 0.261
H -1.5172 -0.3213 1.6385 0.292
H -1.1256 -3.2692 1.7417 0.301
H -2.2751 -2.3980 0.7834 0.490
H -0.6681 -1.5765 -0.6280 0.200
H 1.3295 -1.5745 1.2164 0.195
H 1.6261 -3.0501 0.4434 0.304
H 2.7338 -1.8537 -1.0879 0.419
H 1.2262 -1.7680 -1.8840 0.334
H 2.0725 0.4072 -1.9887 0.333
H 1.0930 0.6571 -0.4266 -0.436
H 2.6963 1.2164 0.9547 0.097
O 0.0416 2.2067 -1.1434 -0.489
H 0.2397 2.5370 -0.2449 0.248
H -0.0638 3.0538 -1.6009 0.237
O 0.0294 1.4626 2.4277 -0.577
H 0.3707 1.8887 3.2186 0.259
H -0.6806 2.0275 2.0823 0.301
O -1.7170 0.1303 -3.1410 -0.671
H -1.0023 0.7710 -2.9315 0.294
H -2.2144 0.8343 -3.6027 0.336
O -2.4013 2.2979 1.2766 -0.613
H -3.1818 2.2461 1.8438 0.275
H -2.8164 2.0222 0.4455 0.274
O -2.8190 0.2260 -0.7220 -0.628
H -2.6637 0.0570 -1.6789 0.401
H -2.5375 -0.6389 -0.3989 0.243
```

Values from the calculation:
E (eV): -28557.09886
Strongest force on any atom (eV/Å): 2.32
Charge: 0
Lowest unoccupied orbital energy (eV): 0.04
Energy relative to the best compared isomer or geometry (same formula, charge and spin) (kcal per mole): 41.74
Gap between HOMO and LUMO (eV): 8.371

A cluster of 2 separate species, C36H49F2O4 in total at a distorted geometry. Source: the OMol25 dataset; level of theory: the ωB97M-V functional and the def2-TZVPD basis.

Geometry as XYZ:
```
91
Properties=species:S:1:pos:R:3:mulliken_charge:R:1
C -5.1563 0.5672 -2.3363 -1.478
C -3.6469 0.6009 -2.3355 0.382
O -3.2769 1.5160 -1.2889 -0.242
C -1.9612 1.7737 -1.0744 0.097
C -1.8189 2.2557 0.2761 1.426
C -0.5969 2.6185 0.9435 0.000
O -0.5434 3.6955 1.5666 -0.746
C 0.6366 1.7456 0.9776 1.026
C 1.5944 2.0220 -0.1654 -0.599
C 2.0637 3.4939 -0.2043 -1.160
C 1.5566 4.2445 -1.4452 -0.445
C 0.7339 5.5094 -1.1596 -0.760
C -0.3961 5.7680 -2.1839 -1.357
C -1.6175 4.8586 -1.9897 1.097
C -2.4571 5.1845 -0.7539 -0.758
C -3.5095 4.1546 -0.3314 -0.651
C -3.0559 3.0453 0.6486 -1.633
O -1.1049 1.7265 -1.9712 -0.851
H -5.5076 -0.2362 -2.9916 0.453
H -5.5279 0.3912 -1.3161 0.284
H -5.5507 1.5256 -2.7013 0.317
H -3.2302 -0.3819 -2.0805 -0.192
H -3.2412 0.9562 -3.2936 0.275
H 1.1382 1.8979 1.9461 0.676
H 0.3300 0.7054 0.9277 -1.918
H 2.4749 1.3698 -0.0613 0.645
H 1.0806 1.7480 -1.0988 -0.010
H 1.7526 4.0047 0.7188 0.489
H 3.1632 3.4883 -0.2198 0.483
H 2.4349 4.5338 -2.0405 0.522
H 0.9722 3.5577 -2.0695 0.170
H 0.3040 5.4565 -0.1443 0.320
H 1.4174 6.3741 -1.1706 0.473
H -0.6987 6.8221 -2.0948 0.396
H -0.0042 5.6002 -3.2012 0.382
H -2.2548 4.9296 -2.8871 0.400
H -1.2528 3.8222 -1.9685 -0.935
H -1.8087 5.4202 0.1039 0.136
H -3.0191 6.1013 -1.0024 0.540
H -4.2962 4.7033 0.2131 0.515
H -3.9853 3.7129 -1.2175 0.111
H -3.8827 2.3357 0.7717 0.300
H -2.8675 3.5335 1.6108 0.560
C 1.0674 -3.6225 4.7501 -1.756
C 1.1213 -2.1667 4.2683 2.004
C -0.1114 -1.4444 4.8049 -1.999
C 2.3565 -1.4943 4.8794 -1.711
C 1.1901 -2.1211 2.7251 -0.135
C 0.2845 -1.4629 1.9334 0.132
C 0.2885 -1.5909 0.4985 -0.407
C -0.6378 -0.9481 -0.3707 0.148
C -0.9634 -1.6033 -1.6314 0.286
C -1.2173 -3.0115 -1.6623 -0.726
C -1.3866 -3.6709 -2.8726 0.380
F -1.4101 -5.0510 -2.8744 -0.365
C -1.4778 -3.0080 -4.0976 -1.105
C -1.3241 -1.6254 -4.0372 0.297
F -1.6392 -0.8905 -5.1595 -0.347
C -0.9472 -0.9440 -2.8909 -0.399
C 1.2959 -2.4343 -0.0835 -1.082
C 2.1854 -3.1554 0.6533 -0.466
C 3.0749 -4.2567 0.0375 1.995
C 4.5506 -3.8574 0.1410 -1.774
C 2.7520 -4.4788 -1.4397 -1.922
C 2.8454 -5.5786 0.7779 -1.749
C 2.3098 -2.8337 2.0804 1.450
O 3.3468 -3.1603 2.7075 -0.730
H 1.9881 -4.1456 4.4794 0.342
H 0.9524 -3.6464 5.8409 0.471
H 0.2131 -4.1413 4.2985 0.314
H -0.0920 -0.3808 4.5425 0.372
H -1.0367 -1.8897 4.4250 0.361
H -0.1230 -1.5200 5.9010 0.432
H 2.4014 -0.4452 4.5639 0.318
H 2.3047 -1.5297 5.9754 0.479
H 3.2582 -2.0110 4.5383 0.324
H -0.4961 -0.8326 2.3805 0.500
H -1.2121 -0.0803 -0.0563 0.711
H -1.2241 -3.5724 -0.7244 0.487
H -1.6777 -3.5345 -5.0240 0.488
H -0.6607 0.0970 -2.9463 0.693
H 1.3347 -2.5054 -1.1700 0.558
H 4.8067 -3.6671 1.1857 0.335
H 5.1959 -4.6526 -0.2534 0.461
H 4.7184 -2.9378 -0.4309 0.351
H 1.7115 -4.7990 -1.5815 0.298
H 2.9320 -3.5652 -2.0180 0.381
H 3.4040 -5.2608 -1.8477 0.432
H 1.7910 -5.8734 0.7105 0.328
H 3.4626 -6.3705 0.3356 0.463
H 3.1088 -5.4777 1.8324 0.339
```

Values from the calculation:
E (eV): -51752.42606
Strongest force on any atom (eV/Å): 3.21
Charge: -1
Lowest unoccupied orbital energy (eV): 1.02
Gap between HOMO and LUMO (eV): 4.863

A structure of composition C70H61N12O3SSb2Ti. Source: the OMol25 dataset; level of theory: the ωB97M-V functional and the def2-TZVPD basis.

Geometry as XYZ:
```
150
Properties=species:S:1:pos:R:3:mulliken_charge:R:1
Ti 0.5436 0.5335 -1.1901 -0.496
C 0.2328 -4.3735 -1.0763 -1.474
O -0.2357 -3.0596 -1.3391 1.195
C -0.8143 -2.8158 -2.5560 -0.112
C -1.0852 -3.8241 -3.4662 -0.488
C -1.7549 -3.5492 -4.6508 -0.976
C -2.1787 -2.2589 -4.9020 -1.071
C -1.8990 -1.2447 -3.9967 -0.392
C -1.1774 -1.4796 -2.8290 0.566
N -0.8903 -0.5012 -1.8541 1.345
N -1.2895 0.8665 -1.9108 0.301
C -1.1028 1.5538 -3.1620 -0.692
C 0.1851 1.7963 -3.5679 0.872
O 1.1696 1.3308 -2.7471 -0.151
C 0.4736 2.5906 -4.6963 -1.003
C -0.5625 3.1565 -5.3814 -1.087
C -1.9099 2.9635 -4.9769 0.609
C -2.9874 3.5662 -5.6708 -0.778
C -4.2769 3.3645 -5.2693 -0.861
C -4.5523 2.5391 -4.1570 -0.516
C -3.5364 1.9433 -3.4640 -0.995
C -2.1912 2.1504 -3.8529 0.842
H -0.5848 -5.0936 -1.0142 0.106
H 0.7251 -4.3270 -0.1052 0.221
H 0.9427 -4.6937 -1.8445 0.437
H -0.7987 -4.8411 -3.2422 0.411
H -1.9601 -4.3492 -5.3491 0.444
H -2.7356 -2.0246 -5.7992 0.454
H -2.2710 -0.2617 -4.2113 0.350
H 1.5031 2.7516 -4.9883 0.617
H -0.3659 3.7768 -6.2473 0.407
H -2.7704 4.1885 -6.5307 0.458
H -5.0934 3.8272 -5.8074 0.421
H -5.5795 2.3730 -3.8585 0.489
H -3.7373 1.2954 -2.6192 0.861
C 3.8921 -4.1688 -2.0320 -1.032
N 3.1018 -2.9393 -2.1189 1.098
C 2.5320 -2.1764 -1.1887 -1.060
N 1.8072 -1.2358 -1.7797 0.718
C 1.9791 -1.4858 -3.1088 -0.833
N 2.7514 -2.5104 -3.3498 -1.252
C 4.5885 -4.3868 -0.7172 0.699
C 4.3975 -5.5732 -0.0197 -0.789
C 5.1502 -5.8521 1.1150 -0.801
C 6.0848 -4.9406 1.5728 -0.933
C 6.2558 -3.7356 0.8956 0.239
C 5.5168 -3.4656 -0.2497 0.136
C 7.1845 -2.7311 1.4091 0.430
N 8.1845 -2.8533 2.2078 -0.525
N 8.6631 -1.5673 2.4350 -0.456
C 7.9111 -0.7737 1.7574 0.540
O 6.9532 -1.4426 1.0648 -0.191
C 7.8347 0.6846 1.7418 0.063
C 8.6275 1.4678 2.5777 -0.868
C 8.3735 2.8249 2.6706 -0.668
C 7.3081 3.3949 1.9796 -0.813
C 6.5336 2.6166 1.1339 0.842
C 5.3317 3.1842 0.4210 -0.918
N 4.2189 2.2189 0.4242 0.940
C 3.3658 1.9517 -0.5611 -0.925
N 2.5418 0.9868 -0.1809 1.096
C 2.9640 0.6895 1.0787 -1.448
N 3.9635 1.4284 1.4862 -0.767
C 6.8314 1.2721 0.9879 -0.267
H 4.6144 -4.1002 -2.8447 0.419
H 3.2313 -5.0066 -2.2545 0.380
H 2.6548 -2.3373 -0.1303 0.682
H 1.5211 -0.8946 -3.8827 0.649
H 3.6745 -6.2962 -0.3785 0.436
H 5.0042 -6.7849 1.6424 0.421
H 6.6762 -5.1410 2.4560 0.518
H 5.6834 -2.5410 -0.7903 0.557
H 9.4060 1.0033 3.1675 0.519
H 8.9780 3.4400 3.3230 0.406
H 7.0758 4.4440 2.1176 0.431
H 5.5452 3.3844 -0.6298 0.280
H 4.9943 4.1109 0.8854 0.470
H 3.3439 2.4593 -1.5123 0.651
H 2.5065 -0.0579 1.7085 0.857
H 6.2224 0.6496 0.3477 0.619
C -1.2007 0.3839 1.6292 0.088
C -1.2797 -0.9626 2.3502 -0.419
C -1.3186 -2.1782 1.4310 -0.251
Sb -3.0764 -2.5386 0.1851 0.627
C -4.4885 -2.3075 1.7829 0.595
C -5.7336 -1.7681 1.4654 -0.773
C -6.6952 -1.5656 2.4461 -0.681
C -6.4162 -1.8871 3.7659 -0.406
C -5.1821 -2.4291 4.0974 -0.731
C -4.2305 -2.6441 3.1099 -0.197
C -2.8988 -4.6765 0.2063 0.644
C -3.2721 -5.3343 -0.9649 -0.640
C -3.1436 -6.7127 -1.0855 -0.574
C -2.6360 -7.4544 -0.0286 -0.501
C -2.2758 -6.8149 1.1506 -0.808
C -2.4109 -5.4375 1.2658 -0.136
Sb -3.1420 1.0558 0.8818 0.329
C -2.8416 3.1901 0.7269 0.276
C -2.3992 3.9559 1.8039 -0.250
C -2.4749 5.3427 1.7718 -0.823
C -3.0094 5.9847 0.6603 -0.766
C -3.4356 5.2361 -0.4292 -0.453
C -3.3497 3.8496 -0.3915 -0.596
C -3.9361 1.2935 2.8656 1.430
C -5.2937 1.6024 2.9315 -1.146
C -5.9136 1.8572 4.1469 -0.709
C -5.1842 1.7876 5.3246 -0.544
C -3.8350 1.4687 5.2777 -0.955
C -3.2179 1.2278 4.0569 -0.171
H -0.4373 0.2981 0.8322 -0.681
H -0.8417 1.1643 2.3016 0.826
H -2.1457 -0.9648 3.0164 -0.066
H -0.4078 -1.0592 3.0104 0.395
H -1.1852 -3.0822 2.0287 1.012
H -0.4873 -2.1511 0.7205 -0.950
H -5.9586 -1.4953 0.4388 0.348
H -7.6589 -1.1483 2.1810 0.426
H -7.1572 -1.7153 4.5358 0.419
H -4.9622 -2.6882 5.1255 0.411
H -3.2765 -3.0792 3.3896 0.217
H -3.6575 -4.7655 -1.8049 0.332
H -3.4413 -7.2055 -2.0026 0.433
H -2.5336 -8.5283 -0.1170 0.412
H -1.8971 -7.3912 1.9856 0.431
H -2.1329 -4.9662 2.2020 0.242
H -2.0287 3.4717 2.7011 0.423
H -2.1519 5.9187 2.6313 0.379
H -3.1326 7.0626 0.6590 0.685
H -3.8584 5.7256 -1.2979 0.486
H -3.7024 3.2806 -1.2431 0.341
H -5.8862 1.6470 2.0226 0.386
H -6.9683 2.1009 4.1742 0.414
H -5.6661 1.9758 6.2753 0.410
H -3.2588 1.4085 6.1926 0.448
H -2.1596 0.9894 4.0542 0.146
N 0.0638 7.5569 0.7877 -0.162
C 1.0720 6.6949 0.9475 -0.578
S 2.5877 7.0887 1.4389 -0.300
C 0.7355 5.2890 0.5868 0.620
C 0.0889 4.9854 -0.5981 -0.982
C -0.1065 3.6556 -0.9351 -0.227
N 0.2938 2.6431 -0.1662 2.215
C 0.8383 2.9541 1.0214 -0.709
C 1.0944 4.2411 1.4281 -1.431
H 0.2101 8.5297 1.0042 0.238
H -0.8715 7.2247 0.6045 0.084
H -0.2315 5.7590 -1.2824 0.590
H -0.5848 3.3998 -1.8700 -0.213
H 1.1049 2.1309 1.6656 0.509
H 1.5760 4.4355 2.3762 0.704
```

Values from the calculation:
E (eV): -144625.04065
Strongest force on any atom (eV/Å): 0.74
Charge: +1
Lowest unoccupied orbital energy (eV): -2.70
Energy relative to the best compared isomer or geometry (same formula, charge and spin) (kcal per mole): 0.00
Gap between HOMO and LUMO (eV): 6.777

A structure of composition C10H16Cl4O5Os at a distorted geometry. Source: the OMol25 dataset; level of theory: the ωB97M-V functional and the def2-TZVPD basis.

Geometry as XYZ:
```
36
Properties=species:S:1:pos:R:3:lowdin_spin:R:1
C -1.5001 -0.2078 -1.7101 0.049
C -0.6113 0.8156 -2.1888 0.098
C -0.7636 1.9562 -1.3678 0.064
C 0.2202 0.7604 -3.4136 0.012
C -1.7170 1.6621 -0.3666 0.130
C -2.1881 0.3215 -0.5739 0.001
C -3.2906 -0.3379 0.1707 0.002
C -1.7479 -1.5226 -2.3534 0.005
C -0.0782 3.2553 -1.5538 0.004
C -2.2332 2.6353 0.6244 0.024
Os 0.0000 0.0000 0.0000 2.567
Cl 4.3654 0.4611 -2.7956 0.016
Cl 1.5727 -1.1955 -1.3451 0.342
Cl 1.7889 1.4988 0.4026 0.246
H 0.3631 -0.2556 -3.7601 0.000
H 1.2029 1.1930 -3.2499 0.001
H -0.2716 1.3279 -4.2064 0.006
H 0.9309 3.1257 -1.9309 0.000
H -0.0146 3.8116 -0.6242 0.000
H -0.6322 3.8622 -2.2732 0.003
H -1.4333 3.2278 1.0585 0.002
H -2.7568 2.1460 1.4366 0.002
H -2.9279 3.3171 0.1295 0.008
H -3.2966 -0.0433 1.2158 0.001
H -3.2041 -1.4192 0.1301 0.000
H -4.2524 -0.0631 -0.2655 -0.001
H -0.8357 -1.9353 -2.7713 0.001
H -2.4781 -1.4144 -3.1573 0.002
H -2.1326 -2.2457 -1.6414 0.000
O -0.3112 -1.7812 0.6602 0.103
H -0.7211 -1.7583 1.5390 0.012
O 3.4399 -0.7763 2.6761 0.019
Cl 2.1500 -1.5741 2.5382 0.064
O 2.4773 -2.9991 2.1122 0.054
O 1.4219 -1.5980 3.8756 0.043
O 1.1685 -0.8555 1.3794 0.118
```

Values from the calculation:
E (eV): -73413.11738
Strongest force on any atom (eV/Å): 10.29
Charge: -2
Lowest unoccupied orbital energy (alpha / beta) (eV): 4.10 / 4.08
Spin multiplicity: 5
Expectation value of S²: 6.031
Energy relative to the best compared isomer or geometry (same formula, charge and spin) (kcal per mole): 33.31
Gap between HOMO and LUMO (alpha / beta) (eV): 4.855 / 4.998